Below is C4H6O3Sm as an isolated structure at a distorted geometry, with properties calculated with ωB97M-V/def2-TZVPD.

Calculated values
* total charge: +2
* total energy: -28271.048 eV
* highest occupied orbital energy (alpha / beta): -15.7844 / -15.7852 eV
* F_max: 7.43 eV/Å
* ΔE to the lowest compared entry with this formula, charge and spin: 50.99 kcal per mole
* multiplicity: 7
* orbital gap (alpha / beta): 0.235 / 0.242 Eh

XYZ file:
```
14
Properties=species:S:1:pos:R:3:lowdin_spin:R:1
H -0.91 0.35 1.32 0.00
O 0.13 1.46 -0.32 0.00
O 0.03 -0.60 -1.20 0.00
O 2.01 0.25 -0.60 -0.01
C -1.49 0.07 0.43 0.00
C -1.07 -0.83 -0.58 0.00
C 0.82 0.55 -0.74 0.00
H -1.68 -1.63 -1.00 0.00
Sm 4.52 1.08 -0.54 6.01
H -2.45 -0.46 1.13 0.00
C -3.18 0.70 0.18 0.00
H -3.51 1.24 1.07 0.00
H -3.08 1.42 -0.63 0.00
H -3.86 -0.07 -0.19 0.00
```